#w
Molecular formula: C21H26N4O3
Method: DFT, ωB97M-V/def2-TZVPD

Cartesian coordinates (Å):
O  -5.95  -1.67  0.27
O  -4.76  0.06  -0.02
O  -4.89  4.05  0.06
N  -4.58  2.19  -1.37
N  0.33  -3.76  -3.85
N  -5.33  -1.10  -0.54
N  4.40  0.77  4.35
C  0.97  0.41  -1.65
C  0.77  0.31  1.05
C  1.73  -0.45  0.43
C  -2.28  2.40  -1.54
C  0.49  -5.10  -4.06
C  0.99  -3.39  -2.71
C  -0.84  2.06  -1.96
C  1.57  -4.51  -2.19
C  -2.62  3.14  -0.25
C  1.26  -5.60  -3.05
C  1.82  -0.39  -0.95
C  2.64  -1.31  1.29
C  3.34  1.44  3.80
C  2.59  1.95  4.82
C  -4.17  3.24  -0.48
C  3.21  1.57  6.04
C  -3.42  0.23  -0.52
C  4.32  0.84  5.72
C  -0.07  1.12  0.32
C  -3.39  1.32  -1.66
C  0.00  1.19  -1.05
H  -4.84  2.73  -2.19
H  -0.18  -3.13  -4.45
H  0.98  -2.37  -2.37
H  2.16  -4.55  -1.29
H  1.10  0.43  -2.73
H  -2.59  2.60  0.70
H  5.12  0.30  3.84
H  2.40  -2.35  1.05
H  2.88  1.81  7.04
H  -0.90  1.56  -2.93
H  -0.78  1.73  0.86
H  3.69  -1.15  1.05
H  -3.40  0.95  -2.68
H  -2.59  3.13  -2.30
H  -2.85  0.54  0.34
H  0.67  0.29  2.13
H  -2.14  4.09  -0.09
H  3.22  1.50  2.73
H  -3.11  -0.72  -0.95
H  0.04  -5.58  -4.92
H  2.59  -0.96  -1.46
H  5.07  0.37  6.34
H  -0.31  3.00  -2.14
H  1.56  -6.63  -2.93
H  1.69  2.54  4.71
H  2.42  -1.09  2.33

SMILES	Cc1ccc(C[C@@H]2CC(=O)N[C@@H]2CON=O)cc1.c1cc[nH]c1.c1cc[nH]c1
molar mass	382.5	g mol⁻¹
spin multiplicity	1
LUMO energy	0.25	eV

#x
Molecular formula: C21H26N4O3
Method: DFT, ωB97M-V/def2-TZVPD

Cartesian coordinates (Å):
O  4.19  2.14  0.47
O  -4.54  -1.59  0.38
O  2.14  -1.38  -4.55
N  -3.08  0.47  -0.91
N  1.11  -1.00  -1.94
N  -0.91  -0.13  -1.38
N  2.37  1.40  -0.61
C  2.81  -0.56  -3.62
C  0.79  -0.04  5.56
C  -4.03  0.78  0.14
C  0.11  1.99  -0.01
C  -1.74  0.70  -0.75
C  0.43  -1.86  -2.89
C  1.81  -0.05  1.92
C  0.98  1.12  -0.66
C  1.27  -0.43  3.13
C  -3.50  -0.72  -1.63
C  -4.15  -0.43  1.08
C  2.47  1.17  1.80
C  3.09  1.63  0.53
C  2.53  -1.03  -2.19
C  -3.63  -1.89  -0.65
C  1.37  0.38  4.25
C  0.75  -1.39  -4.31
C  -1.25  1.80  -0.03
C  2.60  1.98  2.93
C  0.41  0.02  -1.35
C  2.05  1.59  4.13
H  2.15  2.23  5.00
H  2.81  1.76  -1.45
H  -3.18  -0.60  1.58
H  1.73  -0.71  1.06
H  -2.64  -2.12  -0.23
H  0.36  0.81  6.09
H  0.33  -0.38  -4.46
H  -5.00  0.97  -0.33
H  1.58  -0.46  6.20
H  -4.47  -0.51  -2.08
H  3.08  -0.43  -1.46
H  -4.03  -2.78  -1.15
H  3.88  -0.65  -3.86
H  -2.77  -0.94  -2.40
H  -0.64  -1.82  -2.70
H  0.32  -2.06  -5.06
H  3.14  2.91  2.84
H  -3.73  1.66  0.70
H  0.76  -1.38  3.21
H  0.03  -0.80  5.43
H  -1.90  2.50  0.47
H  0.79  -2.88  -2.75
H  -4.92  -0.26  1.84
H  0.54  2.84  0.51
H  2.86  -2.07  -2.09
H  2.49  0.49  -3.74

SMILES	Cc1ccc(C(=O)Nc2ccc(N3CCOCC3)nc2N2CCOCC2)cc1
molar mass	382.5	g mol⁻¹
spin multiplicity	1
LUMO energy	0.65	eV

Energetically preferred structure: #x | next structure: +96.2 kcal/mol

#w
Molecular formula: C21H26N4O3
Method: DFT, ωB97M-V/def2-TZVPD

Cartesian coordinates (Å):
O  6.29  0.23  -0.68
O  -4.19  1.30  -0.75
O  -0.98  3.37  0.76
N  -0.03  -0.09  0.85
N  0.52  -2.30  1.01
N  -2.46  -4.16  0.67
N  3.67  -0.73  -0.16
C  3.96  0.06  -1.34
C  6.02  -0.56  0.45
C  -4.19  -0.86  0.45
C  -1.80  -1.69  0.71
C  -4.73  -0.02  -0.73
C  -0.43  -1.35  0.85
C  5.15  0.97  -1.05
C  -2.28  0.67  0.57
C  4.84  -1.51  0.20
C  -4.33  -0.69  -2.05
C  2.48  -1.54  -0.31
C  1.92  -1.95  1.07
C  -2.19  -3.04  0.69
C  -0.09  4.38  0.76
C  -0.27  2.22  0.72
C  -3.36  1.68  0.33
C  1.07  2.49  0.68
C  -0.90  0.91  0.71
C  1.19  3.90  0.71
C  -2.72  -0.65  0.59
C  -6.25  0.08  -0.64
H  -4.68  -0.52  1.37
H  2.09  4.47  0.69
H  6.93  -1.13  0.66
H  -4.79  -1.67  -2.14
H  -0.48  5.37  0.79
H  3.09  0.66  -1.59
H  5.43  1.54  -1.94
H  -4.64  -0.07  -2.88
H  0.26  -3.25  0.84
H  5.11  -2.22  -0.61
H  -6.54  0.61  0.27
H  2.65  -2.43  -0.94
H  -6.70  -0.91  -0.63
H  5.78  0.08  1.30
H  -3.24  -0.81  -2.10
H  -3.95  1.81  1.25
H  -4.43  -1.91  0.30
H  2.02  -1.09  1.73
H  4.64  -2.08  1.11
H  2.46  -2.80  1.48
H  4.88  1.66  -0.24
H  4.21  -0.58  -2.21
H  -2.95  2.65  0.04
H  1.86  1.77  0.64
H  -6.63  0.64  -1.49
H  1.72  -0.92  -0.79

SMILES	CC1(C)Cc2c(C#N)c(NCCN3CCOCC3)nc(-c3ccco3)c2CO1
molar mass	382.5	g mol⁻¹
spin multiplicity	1
LUMO energy	-0.12	eV

#x
Molecular formula: C21H26N4O3
Method: DFT, ωB97M-V/def2-TZVPD

Cartesian coordinates (Å):
O  2.04  -1.73  -0.39
O  -6.22  -1.95  -0.55
O  5.98  -1.73  -0.30
N  -1.41  0.27  1.35
N  -6.62  -0.85  -1.18
N  -5.11  -1.77  0.16
N  1.45  0.61  1.09
C  -5.66  1.46  -1.22
C  5.33  -2.72  0.46
C  -4.61  2.16  -0.71
C  -0.72  -0.07  0.12
C  1.23  0.37  -1.39
C  5.94  0.38  -1.31
C  0.72  0.82  2.33
C  -3.65  1.57  0.15
C  4.29  2.02  -0.72
C  -3.70  0.26  0.53
C  5.40  -0.51  -0.38
C  -5.75  0.10  -0.86
C  -4.77  -0.50  0.01
C  5.40  1.64  -1.46
C  0.55  0.77  -0.06
C  4.32  -0.10  0.41
C  -2.70  -0.37  1.45
C  1.49  -1.13  -1.53
C  2.57  1.57  1.05
C  3.75  1.15  0.21
C  -0.52  -0.06  2.45
H  0.24  1.83  -0.14
H  2.17  0.91  -1.48
H  -2.65  -1.46  1.25
H  -4.50  3.20  -0.96
H  5.41  -2.51  1.54
H  2.93  1.67  2.08
H  1.40  0.59  3.16
H  -0.22  -1.12  2.43
H  -6.40  1.89  -1.88
H  2.19  -1.29  -2.36
H  -0.47  -1.14  0.12
H  -2.84  2.18  0.52
H  4.28  -2.82  0.18
H  -3.06  -0.25  2.48
H  -1.39  0.13  -0.72
H  5.86  -3.65  0.24
H  3.86  3.00  -0.87
H  0.40  1.87  2.43
H  0.58  0.69  -2.21
H  2.22  2.56  0.73
H  5.82  2.32  -2.18
H  3.91  -0.74  1.16
H  -1.01  0.15  3.40
H  6.78  0.06  -1.90
H  0.55  -1.65  -1.79
H  1.88  -1.13  0.36

SMILES	COc1cccc(CN2CCN(Cc3cccc4nonc34)C[C@@H]2CCO)c1
molar mass	382.5	g mol⁻¹
spin multiplicity	1
LUMO energy	-0.51	eV

Energetically preferred structure: #w | next structure: +55.5 kcal/mol